No. 1
# C17H12BrF6N2O9S2SeTa

A structure of composition C17H12BrF6N2O9S2SeTa (ωB97M-V with the def2-TZVPD basis set, the Open Molecules 2025 dataset).

Structure (XYZ):
```
51
C17H12BrF6N2O9S2SeTa (ωB97M-V with the def2-TZVPD basis set)
Ta 0.12413 0.32492 0.38804
O 0.48550 -3.14162 -1.07191
C 0.90803 -2.03043 -1.13398
O 1.11472 -1.26461 -0.02330
C 1.24520 -1.29395 -2.41631
C 2.19587 -0.11676 -2.16942
C 2.75193 0.42653 -3.47735
C 1.52172 1.15112 -4.06939
C 0.46677 0.90096 -3.00135
O 1.24426 0.92019 -1.76460
C -0.00459 -0.56766 -3.02741
C -1.28845 -0.66051 -2.23120
O -2.36641 -0.90924 -2.66542
O -1.10912 -0.35769 -0.91010
H 1.64289 -2.02950 -3.11268
H 2.92474 -0.27438 -1.38365
H 3.13078 -0.37520 -4.10954
H 3.56824 1.11796 -3.28113
H 1.20685 0.75941 -5.03544
H 1.70101 2.21877 -4.17704
H -0.32671 1.63438 -2.94138
H -0.22926 -0.91128 -4.03433
F 0.29293 5.65225 2.58669
C 0.04729 4.36286 2.73544
F -1.08382 4.18520 3.39395
F 1.04316 3.78323 3.39289
S -0.04010 3.58792 1.06441
O -0.23997 2.12548 1.43611
O 1.17614 3.85184 0.38136
N -1.35236 4.19852 0.51076
S -2.05624 3.39377 -0.67871
O -1.25066 2.23343 -1.03310
O -2.53142 4.24816 -1.70604
C -3.56007 2.70307 0.13073
F -4.34216 2.18971 -0.80253
F -3.20697 1.74939 0.98901
F -4.20068 3.66356 0.77744
Se 2.38073 0.96199 1.55772
C 3.54272 -0.34378 0.99104
N 4.29728 -1.14622 0.65308
Br -3.17259 -2.79321 5.43613
C -2.24350 -1.91275 4.04558
C -2.19318 -2.49281 2.78827
C -1.51450 -1.84076 1.77313
C -0.88634 -0.60618 1.99448
C -0.95183 -0.05596 3.28203
C -1.62510 -0.70123 4.30632
H -2.67730 -3.44218 2.60711
H -1.47603 -2.31003 0.79794
H -0.47032 0.88730 3.50310
H -1.66877 -0.26846 5.29603
```



No. 2
# BH4NO

The molecule BH4NO (ωB97M-V with the def2-TZVPD basis set, the Open Molecules 2025 dataset).

Structure (XYZ):
```
7
Properties=species:S:1:pos:R:3
N -0.71026 -0.54341 0.43139
B 0.10231 0.14300 -0.43709
O 1.05118 0.88979 0.24514
H -1.42916 -1.24024 0.22534
H -0.50887 -0.67503 1.40239
H -0.21841 0.02315 -1.66750
H 1.71321 1.40274 -0.19967
```

Calculated values
* SMILES: NBO



No. 3
# C4H5N3

The molecule C4H5N3 (ωB97M-V with the def2-TZVPD basis set, the Open Molecules 2025 dataset).

Structure (XYZ):
```
12
C4H5N3 (ωB97M-V with the def2-TZVPD basis set)
N 2.20060 -1.17467 1.10094
C 1.63795 -0.61368 0.26033
C 0.90683 0.15089 -0.77638
C -1.72453 -1.48200 -0.09907
N -1.52783 -0.31441 0.32913
C -1.09588 0.87089 0.38713
N 0.11425 1.23660 -0.23278
H 1.61920 0.53873 -1.50737
H 0.24175 -0.53455 -1.30760
H -1.36984 -2.22046 0.64327
H -1.65919 1.66239 0.87117
H 0.65668 1.88026 0.33125
```



Computed strongest force on any atom (eV/Å) in order:
0.53; 2.99; 1.13
Computed calculated total energy (eV) in order:
-214148.5586; -4280.8869; -8696.0449